Density functional theory data (wB97M-V/def2-TZVPD) for 2 unconnected molecules or ions with the total composition C28H24N6O3S at a distorted geometry.

ORCA input file:
```
! RIJCOSX wB97M-V def2-TZVPD def2/J DEFGRID3
* xyz 0 1
C -4.56 -4.16 0.82
C -4.43 -3.49 2.04
C -3.52 -2.44 2.15
C -2.73 -2.07 1.06
C -1.74 -0.91 1.22
C -2.37 0.43 0.84
C -1.95 1.59 1.49
C -2.53 2.82 1.19
C -3.54 2.90 0.22
C -3.97 1.74 -0.44
C -3.38 0.51 -0.13
C -0.43 -1.14 0.44
C 0.18 -2.50 0.72
C 1.55 -2.66 0.13
N 2.37 -1.51 0.50
C 3.77 -1.51 0.57
C 4.27 -0.24 0.86
C 5.65 -0.05 0.99
C 6.50 -1.15 0.85
C 5.99 -2.43 0.59
C 4.60 -2.62 0.44
S 3.00 0.94 0.99
C 1.77 -0.29 0.70
N 0.50 -0.04 0.72
C -2.87 -2.73 -0.16
C -3.79 -3.78 -0.29
H -5.27 -4.99 0.72
H -5.03 -3.77 2.90
H -3.40 -1.89 3.09
H -1.47 -0.86 2.29
H -1.15 1.51 2.23
H -2.19 3.72 1.71
H -4.00 3.86 -0.02
H -4.76 1.78 -1.19
H -3.73 -0.40 -0.63
H -0.67 -1.07 -0.65
H 0.22 -2.64 1.81
H -0.48 -3.29 0.32
H 2.04 -3.57 0.50
H 1.48 -2.73 -0.97
H 6.02 0.95 1.20
H 7.58 -1.02 0.95
H 6.66 -3.28 0.49
H 4.18 -3.60 0.24
H -2.28 -2.41 -1.03
H -3.88 -4.30 -1.25
C 1.38 5.03 0.55
O 1.89 5.01 -0.81
C 1.33 4.09 -1.59
N 1.81 4.03 -2.84
C 1.25 3.12 -3.60
N 1.52 2.81 -4.92
O 0.66 1.80 -5.24
N -0.20 1.43 -4.05
O -1.01 0.54 -4.20
C 0.19 2.28 -3.06
C -0.23 2.40 -1.75
N 0.37 3.35 -1.02
H 1.97 5.81 1.04
H 0.31 5.29 0.57
H 1.53 4.06 1.05
H -1.03 1.77 -1.37
*
```

Gap between HOMO and LUMO: 6.547 eV
HOMO: -0.293 Ha
SMILES: c1ccc(C(c2ccccc2)[C@@H]2CCN3C(=N2)Sc2ccccc23)cc1.COc1ncc2c(no[n+]2[O-])n1
Total energy: -55339.5147 eV
Largest force on an atom: 3.1 eV/Å